A molecular structure, C30H50NO2P2Pb. Source: the Open Molecules 2025 dataset; level of theory: the ωB97M-V functional and the def2-TZVPD basis.

Output
Electronic energy ... -2252.974992 hartree
ΔE to the lowest compared entry with this formula, charge and spin ... 5.9 kJ/mol
Orbital gap (spin up / spin down) ... 5.46 / 5.45 eV
Largest force on an atom ... 0.267 eV/A
Net charge ... +3
LUMO level (spin up / spin down) ... -11.3 / -11.3 eV

Atoms and positions in Å:
Pb 0.7110 -0.1903 0.0347
C -2.3610 -4.7136 -0.3500
C -1.4207 -3.5443 -0.6520
C 0.0373 -3.9814 -0.8427
P -1.4738 -2.0690 0.4466
C -3.2233 -1.5503 0.7792
C -3.9672 -1.3909 -0.5484
C -3.9665 -2.4443 1.7700
C -0.7904 -2.4703 2.0903
C -0.5716 -3.7361 2.5898
C -0.0749 -3.9436 3.8866
C 0.1672 -5.3169 4.4048
C 0.2211 -2.8264 4.6930
C -0.0027 -1.5557 4.2452
C -0.5306 -1.3448 2.9394
N -0.7115 -0.1338 2.3712
C -0.9921 1.0000 3.0116
C -1.4255 1.0676 4.3733
C -1.5610 2.2714 5.0000
C -1.3013 3.4710 4.3110
C -1.4418 4.7739 5.0036
C -0.9997 3.4189 2.9289
C -0.8926 2.2333 2.2527
P -0.7179 2.1678 0.4213
C -2.4516 2.2597 -0.2107
C -2.3921 2.4471 -1.7296
C -3.3498 3.2852 0.4771
C 0.3049 3.5824 -0.1756
C 1.6664 3.5309 0.5278
C -0.2800 4.9949 -0.1915
H -2.1974 -5.4847 -1.1040
H -3.4077 -4.4241 -0.4091
H -2.1923 -5.1721 0.6221
H -1.7504 -3.1099 -1.6033
H 0.4675 -4.4080 0.0632
H 0.6729 -3.1514 -1.1655
H 0.0882 -4.7466 -1.6171
H -3.1082 -0.5613 1.2354
H -4.0595 -2.3361 -1.0838
H -3.4843 -0.6697 -1.2122
H -4.9791 -1.0338 -0.3543
H -4.1062 -3.4550 1.3919
H -4.9574 -2.0234 1.9473
H -3.4561 -2.5071 2.7316
H -0.7954 -4.6058 1.9903
H -0.1409 -6.0875 3.7031
H -0.3606 -5.4642 5.3500
H 1.2303 -5.4486 4.6248
H 0.6636 -2.9834 5.6688
H 0.3275 -0.7100 4.8330
H -1.6953 0.1564 4.8892
H -1.8930 2.3165 6.0296
H -1.0387 4.7264 6.0159
H -2.5083 5.0059 5.1137
H -0.9782 5.5903 4.4554
H -0.8964 4.3586 2.4071
H -2.8457 1.2603 -0.0007
H -2.0763 3.4545 -1.9991
H -3.3851 2.2948 -2.1527
H -1.7108 1.7374 -2.2064
H -2.9671 4.3008 0.3855
H -3.4996 3.0631 1.5333
H -4.3296 3.2647 -0.0024
H 0.4580 3.2814 -1.2200
H 1.5802 3.7619 1.5906
H 2.3333 4.2702 0.0847
H 2.1512 2.5562 0.4210
H -0.3601 5.4346 0.8007
H -1.2504 5.0495 -0.6788
H 0.4017 5.6317 -0.7569
C -0.8259 -0.7470 -3.0939
O 0.3931 -0.3896 -2.4195
C 1.3683 0.1633 -3.3349
C 2.7494 -0.0612 -2.7863
O 2.7848 0.4646 -1.4665
C 4.1143 0.5038 -0.9240
H -0.6723 -1.6583 -3.6728
H -1.1413 0.0582 -3.7585
H -1.5899 -0.9056 -2.3356
H 1.1529 1.2262 -3.4656
H 1.2743 -0.3429 -4.2966
H 3.4735 0.4532 -3.4240
H 2.9986 -1.1271 -2.7687
H 4.7210 1.2212 -1.4764
H 4.5765 -0.4836 -0.9726
H 4.0375 0.8188 0.1149


6 unconnected molecules or ions with the total composition C24H30F18O12 in a non-equilibrium geometry. Source: the Open Molecules 2025 dataset; level of theory: the ωB97M-V functional and the def2-TZVPD basis.

Output
Electronic energy ... -3632.929786 hartree
ΔE to the lowest compared entry with this formula, charge and spin ... 452.2 kJ/mol
Orbital gap ... 11.52 eV
Largest force on an atom ... 4.594 eV/A
LUMO level ... 0.5 eV

Atoms and positions in Å:
C -13.1815 -0.4041 -0.8650
C -11.6831 0.1492 -0.9497
O -10.6723 -0.8402 -0.5649
C -10.5316 -1.2127 0.7100
O -11.2187 -0.7331 1.6330
C -9.4987 -2.3422 0.9678
F -8.3962 -2.0643 0.2468
F -9.1216 -2.4518 2.2527
F -10.0511 -3.4792 0.4997
H -13.6830 -0.3498 0.1013
H -13.1791 -1.4742 -1.0727
H -13.7617 0.2308 -1.5344
H -11.5809 1.0198 -0.3019
H -11.4342 0.3726 -1.9871
C 13.6924 -9.4672 -8.9620
C 12.9307 -8.8081 -10.1956
O 11.5609 -8.7423 -9.8291
C 11.0674 -7.7011 -9.0667
O 11.8743 -6.9702 -8.5190
C 9.5260 -7.6721 -8.7150
F 9.3896 -7.7016 -7.3503
F 9.0210 -6.5502 -9.2145
F 8.9138 -8.7216 -9.3054
H 13.8173 -8.9198 -8.0278
H 14.6297 -9.9557 -9.2285
H 13.0862 -10.3541 -8.7774
H 13.0277 -9.4857 -11.0439
H 13.5164 -7.9409 -10.5006
C -7.5757 1.9265 7.3682
C -8.4987 1.7504 8.4523
O -8.6715 0.4034 8.6912
C -9.8533 -0.0391 9.2739
O -10.7621 0.6795 9.6731
C -9.9708 -1.5795 9.2702
F -10.1296 -1.9218 10.5469
F -10.9751 -1.9898 8.5193
F -8.9241 -2.1643 8.8227
H -6.5371 1.8700 7.6940
H -7.7922 2.9025 6.9339
H -7.7048 1.1895 6.5756
H -9.4446 2.2137 8.1715
H -8.1771 2.1691 9.4059
C 4.4436 5.9575 -6.4564
C 3.4457 6.9455 -7.2065
O 2.2958 6.3281 -7.7043
C 1.2927 6.0778 -6.7226
O 1.4446 6.3064 -5.5392
C 0.0306 5.3021 -7.3195
F 0.0979 5.0239 -8.7021
F -0.0705 4.1775 -6.5662
F -1.1405 5.9068 -6.9854
H 5.0672 5.3313 -7.0945
H 3.9600 5.3749 -5.6723
H 5.2541 6.4195 -5.8927
H 4.0383 7.1843 -8.0896
H 3.1661 7.8975 -6.7553
C -0.9944 0.3874 0.6579
C -0.2452 0.3129 -0.6049
O 0.1305 -1.0324 -0.9877
C 1.0560 -1.2950 -1.8949
O 1.8432 -0.4528 -2.3410
C 1.1619 -2.7755 -2.3406
F 1.9420 -3.4020 -1.4405
F -0.0422 -3.3070 -2.4020
F 1.8438 -2.8540 -3.4432
H -0.3079 0.5698 1.4847
H -1.6181 -0.4895 0.8315
H -1.5721 1.3117 0.6635
H 0.6643 0.8887 -0.4334
H -0.8416 0.8690 -1.3282
C 6.4467 3.7634 10.6324
C 5.1674 3.6643 9.8227
O 5.4267 4.1518 8.5264
C 5.8512 3.3802 7.5753
O 6.1667 2.1737 7.6327
C 5.6321 4.0804 6.2230
F 6.6254 3.8697 5.4302
F 4.5475 3.4482 5.6361
F 5.2764 5.3730 6.3200
H 7.3134 3.5252 10.0159
H 6.4193 3.0702 11.4732
H 6.5191 4.7483 11.0937
H 4.4385 4.3015 10.3234
H 4.7808 2.6460 9.7817